# 1
Formula: C2H12N2O2
Source: the OMol25 dataset
Level of theory: ωB97M-V/def2-TZVPD

## Properties
Lowest unoccupied orbital energy = 0.4295 eV
SMILES = NCCN.O.O
Relative energy (zero: lowest compared OMol25 entry of this formula, charge and spin) = 181.4 kJ/mol
Largest force on an atom = 0.060 hartree/bohr
Kohn-Sham gap = 8.882 eV

Each line ends with the natural charge from an NBO analysis.
Element x y z (Å)
N  -0.525169  -1.873015  -0.496730  -0.870
C  0.855457  -1.600096  -0.272406  -0.217
C  1.403921  -0.227120  -0.814844  -0.253
N  0.247607  0.518667  -1.363453  -0.815
H  -0.828760  -1.755852  -1.484429  0.369
H  -1.065284  -1.464397  0.310998  0.404
H  1.576513  -2.489346  -0.680645  0.159
H  1.046152  -1.602218  0.845087  0.190
H  1.755750  0.441352  -0.082672  0.178
H  2.316666  -0.517880  -1.491437  0.164
H  0.535257  1.522319  -1.429865  0.342
H  0.269636  0.327039  -2.312603  0.342
H  -2.686408  0.592574  1.437737  0.475
H  -2.317148  -0.537468  2.414307  0.475
O  -1.905366  -0.001124  1.700752  -0.943
H  -0.972619  2.883644  1.404112  0.465
H  0.393553  2.559830  0.902316  0.467
O  -0.099758  3.223087  1.413777  -0.931

Cartesian forces (eV/Å) of the 6 atoms listed first:
-0.4666 -0.3974 0.7498
2.6472 -1.3832 0.7002
0.0956 -1.5156 -1.2346
1.6092 1.9624 0.6519
-0.0746 0.2832 1.7120
0.1978 -0.2614 -2.2620

# 2
Formula: C33H27N4O6Ti
Source: the OMol25 dataset
Level of theory: ωB97M-V/def2-TZVPD

## Properties
Lowest unoccupied orbital energy (spin up / spin down) = 2.2127 / 2.2102 eV
Charge = -1
Relative energy (zero: lowest compared OMol25 entry of this formula, charge and spin) = 98.1 kJ/mol
Largest force on an atom = 0.018 hartree/bohr
Kohn-Sham gap (spin up / spin down) = 5.289 / 5.335 eV

Each line ends with the Mulliken charge.
Element x y z (Å)
Ti  -0.075417  -0.716283  -0.167851  0.189
O  1.348408  -6.236385  -3.855970  -0.747
C  0.737085  -6.247299  -2.767502  0.338
O  0.423686  -7.211230  -2.044026  -0.747
C  0.335411  -4.853355  -2.238796  -0.444
C  -0.458623  -4.712880  -1.145711  -0.710
C  -0.807291  -3.408475  -0.662516  -0.062
N  -0.179421  -2.340473  -1.247625  0.062
C  0.437315  -2.462370  -2.472272  -0.093
C  0.721744  -3.681517  -2.982911  -0.780
C  0.509551  -1.157239  -3.153341  1.310
C  1.200923  -0.950928  -4.343676  -0.893
C  1.072094  0.264146  -4.985055  -0.405
C  0.270046  1.249786  -4.413077  -0.858
C  -0.337792  0.979541  -3.201556  -0.026
N  -0.232069  -0.190489  -2.577476  0.046
C  -1.761689  -2.994833  0.263879  0.728
C  -2.702812  -3.841359  0.923912  -1.123
C  -3.708192  -3.321309  1.667150  -0.497
C  -3.811461  -1.901467  1.781030  -0.820
C  -2.887552  -1.121732  1.170562  -0.094
N  -1.841834  -1.603489  0.429184  0.976
H  -0.810786  -5.618932  -0.667389  0.551
H  1.184159  -3.843286  -3.946535  0.518
H  1.813603  -1.743431  -4.749821  0.418
H  1.592434  0.441135  -5.917340  0.420
H  0.144336  2.220796  -4.869630  0.400
H  -0.926582  1.740673  -2.700499  0.448
H  -2.603787  -4.910789  0.785879  0.349
H  -4.430643  -3.966608  2.148516  0.418
H  -4.608185  -1.436746  2.344813  0.407
H  -2.934219  -0.040006  1.248469  0.245
O  -0.746465  1.349096  0.905081  -0.299
C  0.082554  2.490927  0.651349  2.789
C  1.015619  2.023058  -0.521969  -0.297
O  1.429254  2.799931  -1.362730  -0.650
O  1.251372  0.770475  -0.444075  -0.173
C  -0.814373  3.685829  0.323741  -0.452
C  -0.306052  4.843540  -0.262272  -0.212
C  -1.130738  5.930768  -0.498606  -0.900
C  -2.474500  5.886663  -0.158718  -0.457
C  -2.988876  4.738927  0.419809  -0.886
C  -2.163774  3.648397  0.658236  -0.054
C  0.957020  2.821890  1.860373  -0.086
C  0.605690  2.448501  3.149158  -0.117
C  1.398079  2.801673  4.233348  -1.153
C  2.555814  3.536382  4.040846  -0.453
C  2.916422  3.913078  2.755054  -1.016
C  2.124538  3.561254  1.675388  -0.270
H  -0.758633  1.130911  1.840926  0.037
H  0.729809  4.882757  -0.556722  0.314
H  -0.716848  6.818241  -0.959896  0.402
H  -3.116852  6.736820  -0.350901  0.388
H  -4.036504  4.681797  0.685705  0.418
H  -2.584361  2.753218  1.093786  0.327
H  -0.288412  1.873997  3.370485  0.553
H  1.104039  2.494308  5.228209  0.398
H  3.177041  3.806626  4.885064  0.397
H  3.826314  4.475813  2.590919  0.405
H  2.426777  3.837412  0.676442  0.378
N  3.277031  -3.483931  0.913179  -0.529
C  2.267469  -2.580941  0.823321  0.601
O  2.177926  -1.824764  -0.136943  -0.502
C  1.253072  -2.525624  1.933646  -0.806
C  0.577854  -1.164574  1.880792  -0.732
H  3.767180  -3.679757  0.054721  0.276
H  3.188352  -4.235333  1.573096  0.207
H  1.729190  -2.781694  2.890257  0.477
H  0.533767  -3.327484  1.725552  0.317
H  1.316103  -0.392699  2.139530  0.328
H  -0.234336  -1.128658  2.622002  0.511

Cartesian forces (eV/Å) of the 6 atoms listed first:
0.2641 -0.5901 0.4939
-0.0051 0.0893 -0.0454
0.1471 -0.1040 -0.0168
-0.0997 0.0204 0.0961
0.1315 0.2840 -0.3476
-0.1984 0.1745 0.3493

# 3
Formula: CBr2S
Source: the OMol25 dataset
Level of theory: ωB97M-V/def2-TZVPD

## Properties
Lowest unoccupied orbital energy = -1.0741 eV
SMILES = S=C(Br)Br
Relative energy (zero: lowest compared OMol25 entry of this formula, charge and spin) = 0.0 kJ/mol
Largest force on an atom = 0.041 hartree/bohr
Kohn-Sham gap = 8.656 eV

Each line ends with the natural charge from an NBO analysis.
Element x y z (Å)
C  0.005191  0.122065  0.133047  -0.424
S  -0.095191  0.884904  1.509073  0.234
Br  0.702874  -1.822474  -0.125659  0.028
Br  -0.612874  0.815505  -1.516462  0.161

Cartesian forces, eV/Å:
0.1473 -1.3317 -0.4066
0.2541 -0.3742 -0.0839
-0.6349 1.9814 0.3219
0.2335 -0.2756 0.1686

# 4
Formula: C7H18AlBBrF4O2P
Source: the OMol25 dataset
Level of theory: ωB97M-V/def2-TZVPD

## Properties
Lowest unoccupied orbital energy = -2.9202 eV
Largest force on an atom = 0.116 hartree/bohr
Kohn-Sham gap = 7.166 eV

Each line ends with the natural charge from an NBO analysis.
Element x y z (Å)
C  4.401728  1.254398  -0.367419  -0.670
C  3.899978  -0.203312  0.191865  -0.089
O  3.276600  -1.077877  -0.813706  -0.753
B  1.844287  -0.755791  -1.010649  0.995
O  1.564096  0.410299  -1.921171  -0.917
P  0.351373  -1.690783  -0.263185  0.794
C  0.787630  -3.261100  0.730355  -0.697
C  2.210083  -3.201949  1.542378  -0.635
C  -0.829114  -0.500982  0.729383  -0.668
C  -1.590537  0.588841  -0.264494  -0.454
C  -2.257389  1.849859  0.588025  -0.460
Br  -0.956881  3.373242  0.709439  -0.012
H  5.582269  1.237519  -0.345965  0.231
H  3.969456  1.561771  -1.412947  0.253
H  4.065544  2.076959  0.409699  0.230
H  3.174852  -0.076735  1.131709  0.163
H  4.849721  -0.782959  0.624074  0.217
H  1.346223  -0.014614  -2.811680  0.515
H  -0.461854  -2.139077  -1.400743  0.092
H  0.788343  -4.174670  -0.023378  0.274
H  -0.073743  -3.417745  1.531187  0.276
H  3.004586  -3.843402  0.933561  0.247
H  2.133939  -3.707008  2.621057  0.249
H  2.541189  -2.095065  1.726638  0.220
H  -0.275513  0.027917  1.625803  0.278
H  -1.699767  -1.169256  1.191834  0.275
H  -0.820299  1.054152  -1.013915  0.244
H  -2.449992  0.078939  -0.889033  0.258
H  -2.468616  1.451682  1.683600  0.217
H  -3.318032  2.165475  0.157836  0.321
F  -6.035991  4.150140  0.178006  -0.797
Al  -6.518037  2.996241  -1.118046  2.199
F  -6.890275  3.908235  -2.625743  -0.793
F  -7.977867  2.080846  -0.594272  -0.794
F  -5.167988  1.845808  -1.430103  -0.810

Cartesian forces (eV/Å) of the 6 atoms listed first:
0.1930 0.2268 0.8433
1.1782 0.5709 1.5975
-3.7987 1.1016 0.7445
4.4030 3.0416 -2.6332
-0.1031 -4.2782 0.8243
-2.1827 -0.9525 1.3995

# 5
Formula: C6H8CdO5
Source: the OMol25 dataset
Level of theory: ωB97M-V/def2-TZVPD

## Properties
Lowest unoccupied orbital energy = -10.8477 eV
Charge = +2
Largest force on an atom = 0.083 hartree/bohr
Kohn-Sham gap = 7.583 eV

Each line ends with the natural charge from an NBO analysis.
Element x y z (Å)
Cd  1.491204  2.516207  -0.358180  1.842
O  -0.332484  2.472647  0.112018  -0.871
O  -1.503296  0.904329  1.176031  -0.424
C  -2.551909  -0.031287  0.859591  -0.111
C  -2.896035  0.312693  -0.595367  -0.111
O  -1.902329  1.294609  -0.947261  -0.416
C  -1.085356  1.475220  0.067511  1.039
H  -2.149912  -1.043431  0.976156  0.220
H  -3.375306  0.136808  1.558548  0.249
H  -3.882262  0.770462  -0.712952  0.243
H  -2.779746  -0.537078  -1.275470  0.232
O  1.832472  0.493067  -0.274004  -0.690
C  2.953366  -0.376095  0.132588  -0.137
C  2.354687  -1.756720  -0.094735  -0.141
O  0.984919  -1.454635  -0.522591  -0.398
C  0.764446  -0.211691  -0.671492  0.483
H  3.792483  -0.128702  -0.521700  0.240
H  3.180108  -0.153475  1.177969  0.239
H  2.276036  -2.359516  0.813694  0.255
H  2.828908  -2.323411  -0.900348  0.255

Cartesian forces (eV/Å) of the 6 atoms listed first:
2.7493 1.6897 -0.9649
-2.0689 0.0305 0.6625
1.5537 0.1258 -0.5592
-0.4947 -0.6260 0.0052
-0.4878 -0.5819 -0.1207
1.4928 0.1562 0.2973